# 1
The following is a DFT calculation (wB97M-V/def2-TZVPD) of 2 unconnected molecules or ions with the total composition C3H9NO.

Relative energy (zero: lowest compared OMol25 entry of this formula, charge and spin): 46.4 kcal/mol
SMILES: C=CCN.O
HOMO-LUMO gap: 9.480 eV
Charge: 0
HOMO energy: -8.65 eV
DFT total energy: -249.63981 hartree

Element x y z (Å)
N: 0.849 -2.205 0.022
C: 0.202 -0.924 0.151
C: -1.747 0.337 -0.710
C: -0.860 -0.636 -0.887
H: 1.064 -2.555 -0.890
H: 0.623 -2.846 0.762
H: -0.112 -0.808 1.191
H: 0.890 -0.073 0.161
H: -2.584 0.435 -1.387
H: -1.755 0.823 0.258
H: -1.049 -1.463 -1.560
H: 0.495 2.738 1.654
H: 1.550 3.705 1.132
O: 1.160 2.841 0.966

Results of the natural (NBO) charge analysis, in e, for atoms 1 through 8:
1. N -0.87
2. C -0.27
3. C -0.40
4. C -0.18
5. H 0.37
6. H 0.37
7. H 0.20
8. H 0.20

# 2
The following is a DFT calculation (wB97M-V/def2-TZVPD) of 2 unconnected molecules or ions with the total composition C2H10N3O.

Relative energy (zero: lowest compared OMol25 entry of this formula, charge and spin): 14.7 kcal/mol
HOMO-LUMO gap: 11.697 eV
Charge: +1
HOMO energy: -14.75 eV
DFT total energy: -321.50164 hartree

Element x y z (Å)
C: 0.461 0.253 1.885
N: 0.022 -0.623 0.799
C: 0.431 -0.505 -0.455
N: -0.201 -1.247 -1.378
N: 1.484 0.224 -0.801
H: 0.030 1.231 1.694
H: 1.559 0.314 1.914
H: 0.269 -0.216 2.840
H: -0.392 -1.510 1.036
H: -1.160 -1.530 -1.230
H: -0.003 -1.030 -2.341
H: 1.685 0.383 -1.775
H: 2.248 0.339 -0.142
H: -1.589 2.320 0.124
H: -2.441 1.115 0.502
O: -1.854 1.437 -0.191

Results of the natural (NBO) charge analysis, in e, for atoms 1 through 8:
1. C -0.42
2. N -0.56
3. C 0.70
4. N -0.75
5. N -0.76
6. H 0.23
7. H 0.20
8. H 0.25

# 3
The following is a DFT calculation (wB97M-V/def2-TZVPD) of a molecular structure, C25H40BO4V.

<S²>: 3.87
HOMO-LUMO gap (alpha / beta): 3.404 / 3.167 eV
Charge: -1
2S+1: 4
HOMO energy (alpha / beta): -0.70 / -0.47 eV
DFT total energy: -2246.30200 hartree

Element x y z (Å)
O: 1.148 0.191 -3.408
C: 0.842 -0.697 -4.607
C: 1.276 0.345 -5.627
H: -0.228 -0.974 -4.689
H: 1.467 -1.608 -4.654
C: 1.777 1.102 -4.376
H: 0.421 0.814 -6.124
H: 2.053 0.036 -6.332
C: 1.256 2.523 -4.359
H: 0.309 2.623 -3.824
H: 1.158 2.884 -5.396
H: 2.022 3.151 -3.901
C: 3.293 1.032 -4.258
H: 3.644 0.009 -4.052
H: 3.594 1.697 -3.444
H: 3.764 1.395 -5.183
V: 1.257 0.525 -0.155
C: 2.784 -0.371 1.912
C: 1.593 -1.223 2.150
C: 1.297 -1.782 0.787
H: 1.723 -1.982 2.962
C: 2.409 -1.540 -0.073
C: 3.323 -0.671 0.662
H: 4.292 -0.309 0.283
H: 3.220 0.209 2.729
H: 0.575 -2.596 0.692
H: 2.663 -2.108 -0.960
C: 0.952 1.825 1.405
C: 2.213 2.083 0.794
C: 1.979 2.373 -0.580
H: 3.179 2.010 1.291
C: 0.547 2.394 -0.786
C: -0.078 2.060 0.449
H: -1.131 1.963 0.680
H: 0.805 1.702 2.466
H: 2.733 2.770 -1.250
H: 0.037 2.608 -1.707
O: -3.245 0.023 -3.000
C: -2.423 -0.086 -1.824
C: -1.689 -1.433 -1.829
H: -3.092 -0.030 -0.950
H: -1.764 0.778 -1.767
C: -2.602 -2.314 -2.726
H: -1.507 -1.807 -0.817
H: -0.733 -1.323 -2.356
C: -3.258 -1.287 -3.674
H: -3.411 -2.725 -2.126
H: -2.114 -3.094 -3.305
H: -4.282 -1.511 -3.989
H: -2.692 -1.270 -4.656
C: -1.036 0.769 5.830
C: -0.760 -0.378 4.876
C: -0.689 -1.642 5.721
O: 0.550 -0.172 4.277
B: 0.427 -0.602 2.959
O: -0.864 -0.755 2.506
C: -1.733 -0.455 3.624
C: -2.770 -1.557 3.661
C: -2.378 0.893 3.310
H: -1.992 0.578 6.334
H: -1.119 1.734 5.317
H: -0.242 0.832 6.587
H: 0.054 -1.495 6.517
H: -1.662 -1.814 6.197
H: -0.398 -2.529 5.145
H: -3.363 -1.468 4.581
H: -3.449 -1.448 2.806
H: -2.303 -2.550 3.593
H: -1.623 1.696 3.303
H: -2.843 0.846 2.315
H: -3.158 1.134 4.043

Results of the Löwdin charge analysis, in e, for atoms 1 through 8:
1. O -0.10
2. C -0.13
3. C -0.10
4. H 0.10
5. H 0.12
6. C -0.57
7. H 0.11
8. H 0.11

# 4
The following is a DFT calculation (wB97M-V/def2-TZVPD) of 5 unconnected molecules or ions with the total composition C17H48N6O5.

Relative energy (zero: lowest compared OMol25 entry of this formula, charge and spin): 24.2 kcal/mol
SMILES: COC[C@H](C)N.COC[C@H](C)N.COC[C@H](C)N.COC[C@H](C)N.NC(N)=O
HOMO-LUMO gap: 9.459 eV
Charge: 0
HOMO energy: -8.83 eV
DFT total energy: -1381.18159 hartree

Element x y z (Å)
C: 0.551 0.558 0.558
O: 0.941 0.199 1.670
N: -0.666 0.219 0.072
N: 1.310 1.311 -0.316
H: -1.223 -0.385 0.677
H: -0.934 0.329 -0.890
H: 2.286 1.493 -0.197
H: 0.939 1.251 -1.265
C: 2.251 -2.438 4.012
C: 1.462 -2.279 5.325
C: 1.751 -0.928 5.963
O: 3.092 -0.854 6.405
C: 3.495 0.428 6.806
N: 0.024 -2.376 5.104
H: 3.171 -2.999 4.167
H: 2.418 -1.497 3.476
H: 1.657 -2.920 3.228
H: 1.800 -3.093 5.970
H: 1.083 -0.641 6.783
H: 1.581 -0.158 5.196
H: 4.541 0.347 7.105
H: 2.800 0.857 7.531
H: 3.584 1.090 5.931
H: -0.223 -3.308 4.794
H: -0.175 -1.776 4.305
C: 5.205 1.587 -2.798
C: 3.718 1.732 -3.145
C: 3.491 2.492 -4.444
O: 2.133 2.462 -4.896
C: 2.050 3.175 -6.110
N: 3.243 0.371 -3.325
H: 5.755 1.025 -3.543
H: 5.190 1.085 -1.827
H: 5.656 2.553 -2.548
H: 3.077 2.218 -2.392
H: 4.218 2.112 -5.176
H: 3.814 3.536 -4.352
H: 2.366 4.222 -6.039
H: 0.992 3.263 -6.363
H: 2.603 2.668 -6.903
H: 2.408 0.365 -3.889
H: 3.057 -0.036 -2.416
C: -4.226 -0.028 0.438
C: -3.541 -0.351 1.781
C: -4.609 -0.748 2.826
O: -3.966 -0.714 4.111
C: -4.797 -0.516 5.239
N: -2.569 -1.460 1.624
H: -4.720 -0.892 -0.001
H: -3.475 0.428 -0.206
H: -4.929 0.778 0.652
H: -3.047 0.542 2.169
H: -5.036 -1.749 2.702
H: -5.391 0.010 2.935
H: -4.404 -1.161 6.026
H: -5.803 -0.848 4.972
H: -4.794 0.491 5.661
H: -2.321 -1.725 2.581
H: -3.290 -2.168 1.441
C: 0.299 -1.053 -4.271
C: -0.666 0.110 -4.097
C: -2.014 -0.303 -3.551
O: -2.647 -1.005 -4.582
C: -3.998 -1.357 -4.287
N: -0.042 1.081 -3.135
H: 0.739 -1.309 -3.307
H: 1.130 -0.792 -4.927
H: -0.269 -1.848 -4.753
H: -0.821 0.619 -5.053
H: -2.557 0.579 -3.175
H: -1.871 -0.884 -2.625
H: -4.057 -2.269 -3.693
H: -4.453 -1.502 -5.266
H: -4.554 -0.542 -3.819
H: -0.643 1.905 -3.157
H: 0.852 1.421 -3.494

Results of the Löwdin charge analysis, in e, for atoms 1 through 8:
1. C -0.67
2. O -0.01
3. N 0.16
4. N 0.14
5. H 0.05
6. H 0.05
7. H 0.08
8. H 0.04

# 5
The following is a DFT calculation (wB97M-V/def2-TZVPD) of 2 unconnected molecules or ions with the total composition C4H10OS.

Relative energy (zero: lowest compared OMol25 entry of this formula, charge and spin): 16.1 kcal/mol
<S²>: 0.76
HOMO-LUMO gap (alpha / beta): 10.933 / 5.128 eV
Charge: +1
2S+1: 2
HOMO energy (alpha / beta): -14.10 / -13.54 eV
DFT total energy: -631.46452 hartree

Element x y z (Å)
C: 0.065 -0.262 2.629
C: -0.223 -0.192 1.148
S: -1.002 1.365 0.604
H: -0.775 0.003 3.266
H: 0.854 0.449 2.871
H: 0.384 -1.270 2.894
H: 0.670 -0.185 0.513
H: -0.913 -0.952 0.792
H: -0.812 2.088 1.729
C: 0.636 -1.058 -2.583
C: -0.075 -0.001 -2.244
O: 0.510 1.127 -1.701
H: 0.102 -1.942 -2.900
H: 1.714 -1.086 -2.678
H: -1.161 0.038 -2.267
H: 0.026 1.878 -2.072

Results of the natural (NBO) charge analysis, in e, for atoms 1 through 8:
1. C -0.63
2. C -0.53
3. S 0.52
4. H 0.23
5. H 0.23
6. H 0.26
7. H 0.28
8. H 0.26

# 6
The following is a DFT calculation (wB97M-V/def2-TZVPD) of C2H4OS in the gas phase.

Relative energy (zero: lowest compared OMol25 entry of this formula, charge and spin): 23.1 kcal/mol
SMILES: O=CCS
HOMO-LUMO gap: 10.317 eV
Charge: 0
HOMO energy: -9.51 eV
DFT total energy: -551.99182 hartree

Element x y z (Å)
C: 1.539 -0.486 -0.074
C: 0.357 0.281 0.524
O: 2.519 -0.051 -0.675
S: 0.057 1.949 0.012
H: -0.525 -0.435 0.369
H: 1.541 -1.462 0.266
H: 0.666 -0.012 1.572
H: 1.140 2.109 -0.695

For reference, the natural (NBO) charges in units of e are:
1. C 0.44
2. C -0.67
3. O -0.53
4. S 0.02
5. H 0.24
6. H 0.11
7. H 0.24
8. H 0.14